Record 1
An isolated molecule of C3H6S3 in a non-equilibrium geometry. Source: OMol25; level of theory: ωB97M-V/def2-TZVPD.

The largest force on an atom comes out at 8.64 eV Å⁻¹. Its relative energy (zero: lowest compared OMol25 entry of this formula, charge and spin) is 303.6 kJ/mol. Its LUMO energy is 0.6 eV. The HOMO energy comes out at -8.68 eV. As for the structure (SMILES): C1SCSCS1. The calculation puts the HOMO-LUMO gap at 9.3 eV.

Geometry as XYZ:
```
12
C3H6S3 | OMol25 | ωB97M-V/def2-TZVPD
H -1.307 0.603 -1.873
H -2.316 0.795 -0.561
C 0.168 -1.500 0.558
C 1.292 0.924 0.221
H 0.184 -0.960 1.596
H -0.077 -2.589 0.593
S -1.532 -1.229 -0.065
C -1.397 0.535 -0.669
H 1.904 0.870 1.044
S 1.489 -0.833 -0.548
S -0.512 1.641 0.093
H 2.104 1.742 -0.389
```

Record 2
An isolated molecule of C17H21N3O2. Source: OMol25; level of theory: ωB97M-V/def2-TZVPD.

The largest force on an atom comes out at 0.92 eV Å⁻¹. Its relative energy (zero: lowest compared OMol25 entry of this formula, charge and spin) is 117.6 kJ/mol. Its LUMO energy is -0.3 eV. The HOMO energy comes out at -8.83 eV. As for the structure (SMILES): CCCCNC(=O)CCn1nc(-c2ccccc2)ccc1=O. The calculation puts the HOMO-LUMO gap at 8.5 eV.

Geometry as XYZ:
```
43
C17H21N3O2 | OMol25 | ωB97M-V/def2-TZVPD
H -1.903 2.891 0.640
C 1.969 -0.288 2.532
C -0.837 -0.521 -1.696
H 3.139 -1.869 4.491
N -2.285 0.501 -0.254
C -2.521 0.882 1.128
H 2.353 1.074 0.900
O -4.215 1.493 -0.925
C -0.421 2.174 1.998
C 2.418 -1.766 -3.099
H -1.431 -0.554 -3.789
O -0.022 2.980 2.814
C 2.135 -2.650 -0.889
C 3.447 -0.523 2.831
H 3.004 -1.670 -4.001
C 1.201 -1.116 -3.000
H 3.318 -2.678 2.935
H 1.401 -0.287 3.465
H 3.839 -3.038 -2.128
C -2.847 0.443 -2.562
C 0.920 -2.003 -0.786
C 3.673 -1.850 3.545
H -2.157 0.078 1.771
C -3.213 0.874 -1.226
C 2.888 -2.533 -2.046
H 0.858 -0.500 -3.818
C 1.743 1.041 1.810
N 0.355 1.221 1.453
H 2.498 -3.249 -0.067
N -1.171 -0.163 -0.487
H 2.021 1.877 2.456
H 4.731 -2.001 3.745
C -1.695 -0.224 -2.796
H -3.544 0.687 -3.349
H 0.317 -2.101 0.105
H 4.008 -0.513 1.893
C -1.867 2.218 1.500
C 0.439 -1.227 -1.840
H -3.604 0.979 1.230
H 1.595 -1.101 1.907
H 3.824 0.293 3.451
H -0.032 0.569 0.777
H -2.447 2.690 2.294
```

Record 3
A structure of composition H10KO5 in a non-equilibrium geometry. Source: OMol25; level of theory: ωB97M-V/def2-TZVPD.

The largest force on an atom comes out at 5.62 eV Å⁻¹. Its relative energy (zero: lowest compared OMol25 entry of this formula, charge and spin) is 635.2 kJ/mol. Its charge is +1. Its LUMO energy is -3.6 eV. The HOMO energy comes out at -15.15 eV. The calculation puts the HOMO-LUMO gap at 11.6 eV.

Geometry as XYZ:
```
16
H10KO5 | OMol25 | ωB97M-V/def2-TZVPD
H -5.788 -6.461 -13.376
O -6.041 -2.941 -16.105
H -8.290 -5.812 -16.142
H -8.063 -4.492 -15.436
K -5.588 -5.005 -15.854
H -5.583 -7.376 -16.571
H -2.970 -4.468 -16.839
H -6.807 -2.978 -16.678
H -3.493 -5.791 -16.321
H -4.315 -6.795 -17.161
O -7.684 -5.072 -16.096
O -4.818 -6.844 -16.349
H -5.317 -2.712 -16.687
O -3.595 -4.844 -16.219
O -5.880 -5.774 -14.036
H -6.564 -5.200 -13.692
```

Record 4
A cluster of 12 separate species, C12H43B2N14O25 in total in a non-equilibrium geometry. Source: OMol25; level of theory: ωB97M-V/def2-TZVPD.

The largest force on an atom comes out at 4.84 eV Å⁻¹. Its charge is +1. Its LUMO energy is -3.9 eV. The HOMO energy comes out at -12.17 eV. The calculation puts the HOMO-LUMO gap at 8.3 eV.

Geometry as XYZ:
```
96
C12H43B2N14O25 | OMol25 | ωB97M-V/def2-TZVPD
N 5.928 -3.697 4.511
H -5.283 -7.352 -0.222
H 1.471 -0.290 -1.841
H -2.155 9.415 -1.919
O -3.498 -5.738 -0.136
N 2.628 6.671 -4.463
O 3.150 6.680 -3.341
N -6.662 2.043 -1.023
O 0.820 -5.589 5.025
H -0.848 -2.335 3.728
O 0.188 -3.595 5.717
N -0.077 -2.004 1.720
H 9.910 -3.834 3.749
C -6.058 2.310 -2.356
H 2.031 -4.581 1.133
O 3.210 6.455 -5.532
N -4.269 -5.724 -1.103
H 4.151 4.383 -5.829
O -1.456 5.802 -3.526
C -0.983 -5.457 6.486
C 4.467 -3.422 4.448
H 0.662 6.178 -3.936
H 5.596 3.356 -5.495
H -0.055 -0.308 -2.801
O 0.150 9.188 0.308
O -7.891 2.150 -0.936
C -1.833 9.454 -0.876
H 4.404 3.687 -4.192
O -0.647 1.098 -0.195
H -6.308 -6.198 -1.140
O -3.180 -3.132 0.949
H -0.020 -1.021 -1.153
H -4.976 2.179 -2.286
O -2.997 5.659 -1.958
C 4.543 3.535 -5.264
O 6.510 -3.913 3.441
O 11.237 -3.292 1.572
N 0.654 -0.800 1.850
O -5.894 1.733 -0.105
H 0.784 -0.618 2.869
H -0.041 5.674 -1.341
H -1.635 -6.001 5.800
H 0.089 0.012 1.495
H 0.845 6.906 -5.568
O 0.210 8.963 -1.883
H -5.092 -2.827 -2.449
B 0.922 -3.153 1.973
O 10.606 -1.298 2.265
H -5.229 -7.346 -2.017
H -2.338 8.686 -0.287
H -6.488 1.597 -3.062
H -1.999 10.449 -0.458
H -5.947 -2.110 -1.041
N -1.847 5.513 -2.389
O -6.084 -1.041 -4.068
H 4.145 -3.461 3.405
N 3.781 2.327 -5.682
C 9.435 -3.160 3.034
N 1.687 -3.369 3.266
O 6.450 -3.688 5.632
B -2.443 -3.111 2.253
O 3.838 2.017 -6.878
O 1.185 -4.083 0.851
O -4.217 -4.944 -2.061
N 0.096 -4.827 5.677
H -6.305 3.338 -2.629
N -0.372 9.179 -0.813
C -5.359 -6.737 -1.120
H 1.212 -2.953 4.097
O -7.625 -1.183 -2.499
H -1.683 -0.925 2.701
H -0.338 -2.044 0.690
O -2.836 -4.134 3.285
C -1.263 -2.040 2.658
H -1.538 -4.673 7.005
O 0.395 2.084 -1.867
H -2.959 -3.982 0.460
C 1.167 6.946 -4.525
H 1.001 7.941 -4.107
H 8.783 -3.704 2.347
C -0.838 4.938 -1.459
H -0.507 -6.131 7.202
H -4.669 -1.168 -1.883
N 10.514 -2.530 2.225
N -6.475 -1.329 -2.931
H 8.880 -2.375 3.553
H 3.962 -4.190 5.037
N 0.012 1.088 -1.241
H -1.319 4.733 -0.500
H -2.898 -3.708 4.192
H 4.301 -2.427 4.866
H -0.464 4.015 -1.908
C 0.381 -0.240 -1.803
O 3.151 1.724 -4.805
C -5.466 -1.905 -2.000
H 1.822 -4.409 3.429
```

Record 5
A cluster of 2 separate species, C22H40BrF5N3O6P2S in total. Source: OMol25; level of theory: ωB97M-V/def2-TZVPD.

The largest force on an atom comes out at 0.90 eV Å⁻¹. Its charge is +1. Its LUMO energy is -2.2 eV. The HOMO energy comes out at -10.53 eV. The calculation puts the HOMO-LUMO gap at 8.4 eV.

Geometry as XYZ:
```
80
C22H40BrF5N3O6P2S | OMol25 | ωB97M-V/def2-TZVPD
H 3.793 2.974 0.242
N 4.368 1.711 -2.937
F -6.708 0.024 5.136
H -5.300 0.448 3.242
H 0.399 -0.960 3.622
H 4.874 0.036 -1.767
H 6.091 1.555 -5.177
O -2.725 2.136 1.214
H 5.857 3.190 -2.615
H -0.732 0.911 2.879
C -4.518 -0.305 3.108
H 2.970 0.178 0.023
H 5.844 2.003 1.028
N -2.575 -3.589 1.162
H 2.672 -0.383 -3.876
P -3.371 0.104 -0.871
C -2.914 -0.272 0.992
H -1.561 -5.104 0.075
H -1.538 -5.295 1.844
C 3.126 -0.585 -2.905
C 4.534 2.704 -0.514
C -4.315 -0.473 1.582
N -2.718 3.093 2.368
H 6.706 3.181 -4.878
O -1.689 0.803 2.788
H 3.518 1.134 -4.801
H -4.480 -2.463 3.377
F -6.894 -1.656 2.392
C 5.900 2.489 -4.644
H -3.634 0.084 3.609
H 3.377 3.382 -2.169
C 4.423 0.205 -2.742
Br -1.861 -2.235 4.254
H -2.199 -0.136 -1.597
O -0.727 -0.596 0.260
H 1.501 0.455 -1.896
H -3.009 -5.655 0.946
O -0.099 1.531 0.089
C -4.991 -1.592 3.802
H 6.327 1.439 -0.554
H 4.292 3.031 -6.041
H 1.672 -0.965 0.237
H -4.752 -1.591 4.869
P -0.784 -2.254 2.298
C 2.516 -0.718 -0.402
C -2.146 -4.985 0.989
H -3.580 -3.554 1.289
F -8.441 -0.522 3.973
C 3.622 2.050 -4.228
C 3.703 2.420 -1.771
H 5.116 3.614 -0.674
C -0.835 0.717 0.539
C -2.197 -2.627 0.123
H 2.808 1.853 -1.534
F -6.717 -3.161 3.950
O -3.681 3.706 2.330
H -4.693 -1.445 1.257
H 5.129 -0.149 -3.496
H -1.342 -2.984 -0.458
H 4.953 0.698 0.276
C 5.780 2.248 -3.151
H 4.389 4.044 -4.600
H -4.947 0.276 1.093
S -4.887 -0.859 -1.627
C -6.476 -1.859 3.665
C 2.039 -0.493 -1.831
H -3.527 1.492 -0.900
H 3.240 -1.535 -0.331
C -1.805 -1.358 0.899
C 5.460 1.640 0.076
O 0.302 -1.031 2.661
C 4.512 3.026 -4.976
H -3.038 -2.448 -0.553
H 2.635 2.427 -3.971
C -7.391 -1.012 4.620
F -7.823 -1.746 5.637
H 1.292 -1.252 -2.076
H 3.456 -1.627 -2.965
C -2.066 0.927 1.452
H 6.492 1.537 -2.744
```

Record 6
A cluster of 2 separate species, CH4BrOP in total in a non-equilibrium geometry. Source: OMol25; level of theory: ωB97M-V/def2-TZVPD.

The largest force on an atom comes out at 4.05 eV Å⁻¹. Its relative energy (zero: lowest compared OMol25 entry of this formula, charge and spin) is 320.1 kJ/mol. Its LUMO energy (alpha / beta) is -0.8 / 0.1 eV. The HOMO energy (alpha / beta) comes out at -8.02 / -8.44 eV. The calculation puts the HOMO-LUMO gap (alpha / beta) at 7.2 / 8.5 eV.

Geometry as XYZ:
```
8
CH4BrOP | OMol25 | ωB97M-V/def2-TZVPD
P 1.397 1.551 0.427
H -0.677 -1.315 -1.352
O -0.466 -1.545 -0.452
H 0.788 2.160 -0.526
H 1.943 0.598 -0.542
H -0.017 -0.919 1.410
Br -2.369 0.178 0.487
C -0.600 -0.707 0.547
```